A cluster of 2 separate species, C6H14N2O2 in total. Source: OMol25; level of theory: wB97M-V/def2-TZVPD.

Atoms and positions in Å:
H1 -1.052 3.105 0.792
C1 0.006 2.538 -1.722
C2 -0.888 -2.746 -0.319
H2 -0.851 3.209 -1.786
C3 -0.063 -2.015 0.676
H3 1.721 -3.151 0.508
H4 0.921 3.127 -1.664
C4 -0.187 2.440 0.805
H5 -0.262 -0.882 2.222
N1 1.097 -0.352 -0.656
H6 1.799 -1.314 0.094
N2 1.175 0.817 -0.414
O1 -0.816 -1.234 1.514
H7 1.694 -1.970 1.895
H8 -1.421 -3.575 0.164
H9 0.721 3.028 0.939
H10 0.036 1.920 -2.620
H11 -1.631 -2.087 -0.770
C5 -0.135 1.649 -0.499
O2 -1.281 0.859 -0.679
H12 -1.356 0.245 0.065
H13 -0.286 1.764 1.658
C6 1.312 -2.226 0.907
H14 -0.257 -3.149 -1.109

Results
* charge: 0
* orbital gap (alpha / beta): 7.42 / 7.41 eV
* energy above the lowest of the compared OMol25 structures with the same formula, charge and spin: 115.4 kcal per mole
* E_HOMO (alpha / beta): -6.8 / -6.8 eV